1.
Formula: C34H26GeN2O14RuS2
Source: the Open Molecules 2025 dataset
Level of theory: ωB97M-V/def2-TZVPD

The geometry in ORCA input format:
```
! wB97M-V def2-TZVPD RIJCOSX def2/J DEFGRID3
* xyz 0 5
Ru 0.537 -3.434 -0.394
O 4.199 -1.862 -1.025
S 3.114 -2.217 -0.170
O 1.801 -1.580 -0.476
O 2.829 -3.657 -0.065
C 3.508 -1.507 1.438
C 4.625 -0.681 1.417
C 4.966 0.105 2.507
C 4.184 0.091 3.645
C 3.072 -0.732 3.697
C 2.728 -1.533 2.610
S 1.303 -2.532 2.946
O 1.220 -2.706 4.350
O 0.047 -1.524 2.657
O 1.179 -3.624 2.042
H 5.224 -0.657 0.520
H 5.841 0.738 2.453
H 4.437 0.706 4.498
H 2.481 -0.780 4.599
O -1.418 -0.878 -0.373
C -0.992 -0.635 0.709
O -0.500 -1.790 1.355
C -0.911 0.668 1.428
C 0.524 1.222 1.281
Ge 0.729 2.440 -0.229
C 2.521 3.183 -0.132
C 2.959 4.087 -1.101
C 4.239 4.617 -1.052
C 5.105 4.248 -0.030
C 4.686 3.350 0.939
C 3.401 2.823 0.885
C -0.601 3.847 -0.071
C -0.954 4.627 -1.174
C -1.858 5.673 -1.051
C -2.430 5.956 0.181
C -2.089 5.195 1.289
C -1.181 4.152 1.161
C 0.520 1.493 -1.902
C 1.593 0.753 -2.404
C 1.472 0.040 -3.586
C 0.274 0.058 -4.287
C -0.803 0.787 -3.800
C -0.679 1.499 -2.615
H -1.178 0.536 2.475
H -1.668 1.303 0.965
H 1.234 0.404 1.141
H 0.824 1.741 2.193
H 2.300 4.380 -1.911
H 4.564 5.317 -1.810
H 6.105 4.662 0.009
H 5.358 3.064 1.739
H 3.090 2.122 1.650
H -0.524 4.419 -2.147
H -2.119 6.266 -1.918
H -3.138 6.768 0.278
H -2.528 5.414 2.254
H -0.921 3.578 2.044
H 2.536 0.730 -1.869
H 2.310 -0.537 -3.958
H 0.178 -0.498 -5.210
H -1.740 0.797 -4.341
H -1.532 2.051 -2.239
O -1.236 -4.547 0.569
C -1.810 -4.445 -0.539
O -1.141 -4.186 -1.590
C -3.297 -4.547 -0.606
C -4.027 -4.769 0.554
C -5.403 -4.810 0.460
C -6.086 -4.640 -0.729
C -5.317 -4.428 -1.855
C -3.938 -4.375 -1.826
N -6.011 -4.239 -3.150
O -5.325 -4.213 -4.147
O -7.222 -4.201 -3.129
N -6.196 -5.032 1.692
O -5.583 -5.292 2.703
O -7.401 -5.056 1.578
H -3.527 -4.902 1.502
H -7.164 -4.665 -0.774
H -3.370 -4.199 -2.727
*
```

Calculated values
**Expectation value of S²**: 6.0052
**E_LUMO (alpha / beta)**: -0.94 / -1.08 eV
**Maximum force**: 0.95 eV Å⁻¹
**Kohn-Sham gap (alpha / beta)**: 0.3064 / 0.3013 hartree


2.
Formula: C34H26N3O5
Source: the Open Molecules 2025 dataset
Level of theory: ωB97M-V/def2-TZVPD

The geometry in ORCA input format:
```
! wB97M-V def2-TZVPD RIJCOSX def2/J DEFGRID3
* xyz 1 1
C 2.275 2.318 -3.613
C 0.961 2.792 -3.067
C 0.707 4.277 -3.055
N 0.103 1.903 -2.641
N -1.165 2.173 -3.221
C -1.440 2.322 -4.553
C -2.769 2.581 -4.607
N -3.222 2.569 -3.331
O -4.543 2.820 -3.057
C -2.240 2.321 -2.469
H 2.063 2.036 -4.648
H 3.007 3.120 -3.562
H 2.581 1.434 -3.048
H 1.485 4.798 -2.503
H -0.283 4.476 -2.642
H 0.677 4.631 -4.092
H -0.709 2.262 -5.337
H -3.301 2.746 -5.527
H -4.682 3.746 -3.307
H -2.316 2.265 -1.396
C 7.720 -3.397 -0.102
C 7.623 -2.057 -0.461
C 6.382 -1.487 -0.690
C 5.232 -2.258 -0.572
C 5.332 -3.611 -0.233
C 6.578 -4.173 0.011
C 4.117 -4.468 -0.148
O 4.200 -5.640 0.149
C 2.793 -3.851 -0.445
C 1.650 -4.641 -0.428
C 0.413 -4.075 -0.690
C 0.313 -2.713 -0.963
C 1.451 -1.926 -0.985
C 2.693 -2.491 -0.737
C 3.905 -1.631 -0.803
O 3.808 -0.441 -1.048
H 8.690 -3.838 0.085
H 8.518 -1.457 -0.560
H 6.306 -0.444 -0.964
H 6.654 -5.216 0.286
H 1.729 -5.698 -0.212
H -0.475 -4.692 -0.681
H -0.656 -2.271 -1.160
H 1.375 -0.868 -1.201
C -6.469 -0.568 5.323
C -6.205 0.621 5.995
C -5.163 1.435 5.586
C -4.371 1.058 4.509
C -4.622 -0.148 3.848
C -5.680 -0.953 4.253
C -3.758 -0.594 2.723
O -3.973 -1.636 2.141
C -2.609 0.270 2.326
C -1.756 -0.155 1.315
C -0.692 0.641 0.924
C -0.481 1.873 1.540
C -1.325 2.298 2.553
C -2.385 1.495 2.955
C -3.266 1.951 4.069
O -3.077 3.023 4.603
H -7.290 -1.198 5.640
H -6.817 0.913 6.839
H -4.960 2.362 6.105
H -5.881 -1.880 3.734
H -1.923 -1.111 0.837
H -0.026 0.306 0.140
H 0.348 2.498 1.231
H -1.158 3.252 3.036
*
```

Calculated values
**E_LUMO**: -3.57 eV
**Maximum force**: 2.66 eV Å⁻¹
**Kohn-Sham gap**: 0.2891 hartree